(1)
Entry from OMol25: a cluster of 2 separate species, C3H10NOS in total (ωB97M-V/def2-TZVPD).

Last column: Mulliken charge in e.
Geometry (Å):
S: -0.81435 -2.37579 0.47916  -0.67
O: 0.58232 -1.29845 -2.55902  -0.69
N: -0.56250 2.40764 -0.31009  -0.61
C: -0.90495 1.03354 0.33577  -0.11
C: 0.42992 0.26055 0.67154  -0.87
C: 0.36348 -1.16450 1.32433  -0.78
H: 0.39774 2.30395 -0.47655  0.23
H: -0.01343 -1.02043 2.37434  0.24
H: -1.15282 2.48034 -1.06008  0.23
H: 0.00123 -1.35595 -1.81013  0.21
H: 1.03388 0.20192 -0.25381  0.31
H: -1.43149 1.19488 1.30225  0.24
H: -1.44673 0.26039 -0.32274  0.22
H: 1.12888 0.84307 1.29639  0.43
H: 1.06271 -2.11172 -2.39623  0.34
H: 1.32611 -1.65944 1.40487  0.28

Forces on atoms 1 to 6 (eV/Å):
0.7196 0.7821 0.0721
0.6968 0.0167 -0.8595
-0.6840 -2.5252 4.1501
1.0911 -0.8824 0.2631
0.8620 -0.1235 -0.3091
-2.0983 0.3420 0.2164

Computed properties:
Multiplicity   1
HOMO level   -2.767 eV
LUMO   4.118 eV
Total charge   -1
Kohn-Sham gap   6.89 eV

(2)
Entry from OMol25: the molecule FHOS (ωB97M-V/def2-TZVPD).

Last column: Löwdin spin population.
Geometry (Å):
S: -1.17303 0.15639 -0.44075  0.92
F: -1.44161 -1.39390 0.17454  0.18
O: -1.68294 1.13579 0.39733  0.55
H: 0.31835 0.07545 0.02730  0.36

Cartesian forces, eV/Å:
0.9648 -4.2440 -4.9379
1.0160 0.1570 0.1135
-1.6924 4.6280 4.0437
-0.2884 -0.5410 0.7807

Computed properties:
Multiplicity   3
HOMO level (alpha / beta)   -6.520 / -13.192 eV
LUMO (alpha / beta)   0.313 / -3.543 eV
Kohn-Sham gap (alpha / beta)   6.83 / 9.65 eV

(3)
Entry from OMol25: the molecule C23H23F6N3O2 (ωB97M-V/def2-TZVPD).

Last column: Mulliken charge in e.
Geometry (Å):
F: 8.29818 1.89293 1.36463  -0.28
F: 3.81289 -2.27143 -2.21409  -0.29
F: 7.54294 2.48688 -0.55957  -0.27
F: 9.02160 0.93438 -0.41653  -0.26
F: 2.99811 -0.30829 -1.89448  -0.22
F: 4.76175 -0.56552 -3.08408  -0.30
O: -3.97729 1.75724 -0.85999  -0.44
O: 2.74562 -0.34437 1.64762  -0.65
N: 2.45149 -2.08771 0.26183  -0.03
N: -3.56104 -0.51250 -0.91362  0.95
N: -2.64518 -1.45537 -0.69166  -1.46
C: -0.30866 -1.33969 0.06715  -0.53
C: 4.84419 -1.57388 0.41618  1.04
C: 0.68255 -0.47365 0.45766  0.53
C: -4.62949 4.03726 -0.90981  -1.49
C: -3.49793 3.06867 -0.60940  -0.29
C: 4.15358 -0.99281 -1.96791  0.80
C: 5.70082 -1.33505 1.48624  -0.84
C: 5.02075 -0.81842 -0.74752  0.56
C: 6.83106 0.38424 0.27152  0.14
C: -6.86526 -0.88202 2.01123  -1.43
C: 0.44745 0.92240 0.52264  -1.47
C: 2.03471 -0.93760 0.85700  0.39
C: 6.68752 -0.37264 1.42646  -1.04
C: 3.76406 -2.61942 0.55812  -1.37
C: -3.11901 0.73432 -0.66002  -0.06
C: -5.72058 -1.40822 -0.17225  -0.64
C: 7.91103 1.42538 0.17085  0.91
C: 6.00310 0.16150 -0.81587  -0.84
C: -1.55626 -0.80323 -0.28460  -0.28
C: -1.78833 0.61614 -0.24027  1.84
C: -0.75258 1.47210 0.17978  -0.43
C: -4.88648 -0.87550 -1.33968  -0.91
C: -5.97843 -0.34657 0.89428  0.02
H: -5.35160 0.01325 -1.77081  0.30
H: -7.03467 -0.11764 2.76574  0.39
H: -6.67251 -1.76767 -0.56729  0.38
H: -7.82973 -1.19472 1.61675  0.34
H: 7.33208 -0.19494 2.27328  0.43
H: -5.19354 -2.25466 0.27166  0.36
H: 1.91248 -2.49166 -0.48487  0.30
H: -0.89518 2.54027 0.23660  0.39
H: -4.29909 5.05548 -0.72764  0.43
H: -5.48367 3.82054 -0.27395  0.32
H: -6.45461 0.52141 0.43248  0.24
H: -6.39739 -1.73911 2.49024  0.35
H: 5.57265 -1.90417 2.39323  0.37
H: -0.18093 -2.41084 0.05050  0.63
H: 3.77630 -2.98033 1.59300  0.36
H: -2.63321 3.27535 -1.25268  0.36
H: -3.18971 3.15336 0.44042  0.36
H: 6.12082 0.75058 -1.71286  0.53
H: 3.95831 -3.46130 -0.10924  0.43
H: 1.26355 1.54403 0.85668  0.47
H: -4.78440 -1.65098 -2.10270  0.36
H: -5.02700 -0.01819 1.31771  0.21
H: -4.93587 3.94242 -1.94807  0.33

Forces on atoms 1 to 6 (eV/Å):
-0.0905 -0.0473 0.2811
0.0651 -0.3251 0.1258
-0.2356 0.0763 -0.1455
0.0481 -0.1661 -0.0853
-0.0695 0.2116 0.1029
0.2481 0.1509 -0.0635

Computed properties:
Multiplicity   1
HOMO level   -7.756 eV
LUMO   0.429 eV
SMILES string   CCCCn1nc2cc(C(=O)NCc3ccc(C(F)(F)F)cc3C(F)(F)F)ccc2c1OCC
Kohn-Sham gap   8.19 eV

(4)
Entry from OMol25: a structure of composition C40H42Br2F6IN6O2P2SSe2Sr (ωB97M-V/def2-TZVPD).

Last column: Löwdin spin population.
Geometry (Å):
I: 1.67353 0.34348 -2.82416  0.00
Sr: -0.88665 0.03200 1.73028  0.00
Br: 3.40019 2.19682 -5.22491  0.00
Br: 3.67140 -3.15390 1.45749  0.00
Se: 0.60494 -1.76457 0.20245  0.02
Se: -2.03885 -1.75950 -2.45859  0.64
S: -3.35529 0.50943 1.94678  0.00
P: -1.12775 -2.69584 -0.73561  0.05
P: 0.85489 -0.63143 4.60602  0.00
F: 0.85115 -0.22610 2.89369  0.00
F: -0.45048 -1.53139 4.31814  0.00
F: 1.76478 -1.88951 4.20927  0.00
F: -0.04582 0.69237 4.79854  0.00
F: 2.18367 0.27793 4.71689  0.00
F: 0.83954 -0.97171 6.15090  0.00
O: -2.65628 -0.33768 2.87831  0.00
O: -3.25855 1.92243 2.22115  0.00
N: 1.31976 3.79050 2.22767  0.00
N: -2.20003 0.74814 -1.61023  0.17
N: 2.89585 -0.63296 0.79986  0.00
N: -0.01400 2.27930 1.08850  0.00
N: -2.73154 0.13803 0.51817  0.00
N: -0.33619 4.53699 0.67220  0.00
C: -4.09435 2.73806 -1.64385  0.01
C: -0.58588 0.18101 -6.55647  0.00
C: -4.63308 -4.23056 0.61403  0.00
C: -3.62068 -3.75617 -0.19539  0.00
C: -7.60153 -1.10018 2.04366  0.00
C: -5.03960 -0.05089 1.93032  0.00
C: 3.03351 0.64237 0.47408  0.00
C: -0.13111 -0.00247 -5.26368  0.00
C: 1.99422 2.77368 3.00462  0.00
C: -2.46345 -3.24606 0.37896  0.00
C: -0.49929 -4.33048 -1.27191  0.02
C: -0.30811 -4.68557 -2.59683  0.02
C: -5.90757 0.37847 2.91274  0.00
C: -5.43601 -0.98257 0.99382  0.00
C: -6.71636 -1.50455 1.05202  0.00
C: -4.48305 -4.20486 1.99204  0.00
C: 1.32368 1.54795 -7.03361  0.00
C: 1.76594 5.12503 2.55497  0.00
C: 0.29463 -6.47640 -0.55991  0.00
C: -3.25699 2.54371 -2.74404  0.00
C: 4.26688 1.26757 0.44996  0.00
C: -8.99315 -1.65174 2.11544  0.00
C: 0.36306 5.15966 -0.42931  0.00
C: 0.33326 3.49285 1.36669  0.00
C: 1.04512 0.59625 -4.83760  0.00
C: -1.24308 5.37968 1.41617  0.00
C: -0.18115 -5.21847 -0.24996  0.00
C: 0.13959 0.96028 -7.44086  0.00
C: -2.35049 1.51334 -2.67930  0.02
C: 5.24250 -0.79640 1.16437  0.00
C: 3.96166 -1.32772 1.11646  0.00
C: -7.18582 -0.14367 2.96653  0.00
C: -3.31357 -3.72402 2.56047  0.00
C: -2.96898 0.93136 -0.52512  0.02
C: 0.17843 -5.94560 -2.90212  0.00
C: 5.38736 0.53385 0.81517  0.00
C: -3.96834 1.93420 -0.54449  0.00
C: -2.29720 -3.24079 1.75530  0.00
C: 0.47657 -6.83887 -1.88678  0.00
C: 1.77457 1.36557 -5.73651  0.00
H: -4.74298 -1.29261 0.22445  0.00
H: 6.36282 0.99132 0.81729  0.00
H: 1.60924 2.74369 4.02582  0.00
H: 1.27157 5.88217 1.96121  0.00
H: -1.37896 -2.87890 2.20838  0.00
H: 0.52383 -7.17170 0.23464  0.00
H: -1.78064 4.76161 2.13185  0.00
H: -3.71817 -3.77870 -1.27546  0.01
H: 0.31971 -6.22821 -3.93595  0.00
H: -1.50907 -0.28491 -6.86461  0.00
H: 1.84545 1.79475 2.55667  0.00
H: -1.95918 5.81204 0.71615  0.00
H: -0.21032 1.11356 -8.44855  0.00
H: -0.75753 2.32201 0.39573  0.00
H: -4.60241 2.04991 0.31973  0.00
H: -3.31943 3.16142 -3.62347  0.00
H: 1.90420 2.15330 -7.71209  0.00
H: -7.02692 -2.23322 0.31718  0.00
H: 1.57804 5.33479 3.61161  0.00
H: 3.05907 3.00941 3.04328  0.00
H: -3.18220 -3.72059 3.63086  0.00
H: 0.88088 6.09005 -0.15582  0.00
H: -0.69710 -0.61284 -4.57568  0.00
H: -7.87184 0.18933 3.73067  0.00
H: 2.10660 1.14612 0.22166  0.00
H: -0.35834 5.39843 -1.21380  0.00
H: 1.08972 4.45673 -0.83277  0.00
H: -1.69904 1.27120 -3.50934  0.00
H: -9.26644 -1.86029 3.14705  0.00
H: 6.07812 -1.41252 1.44360  0.00
H: 0.86478 -7.82020 -2.12593  0.00
H: 4.35077 2.29444 0.13618  0.00
H: -5.28076 -4.56286 2.62519  0.00
H: -0.75748 6.20801 1.95067  0.00
H: -5.57041 1.11824 3.62146  0.00
H: -5.53931 -4.61721 0.16905  0.00
H: -0.53291 -3.97976 -3.38643  0.01
H: -0.29393 -4.91696 0.78250  0.00
H: -4.84022 3.51894 -1.65744  0.00
H: 2.84188 5.19656 2.37173  0.00
H: -9.70496 -0.92008 1.73299  0.00
H: -9.08970 -2.56457 1.53271  0.00

Forces on atoms 1 to 6 (eV/Å):
-0.4202 -0.1027 -0.6205
5.3625 0.5336 -0.4594
-0.0746 0.0195 -0.1627
0.1816 -0.3112 0.1752
-0.2204 -1.0565 -1.2476
-0.3394 0.3117 -0.5081

Computed properties:
Multiplicity   2
HOMO level (alpha / beta)   -8.048 / -8.017 eV
LUMO (alpha / beta)   0.242 / -1.928 eV
Kohn-Sham gap (alpha / beta)   8.29 / 6.09 eV

Let's list relative energy (zero: lowest compared OMol25 entry of this formula, charge and spin) in order: 92.2 216.6 1.8 423.1 kJ/mol.